No. 1
The following is a DFT calculation (ωB97M-V with the def2-TZVPD basis set) of a molecular structure, C47H55CaN6O2S.

Geometry as ORCA input:
```
! wB97M-V def2-TZVPD RIJCOSX def2/J DEFGRID3
* xyz -1 1
Ca -0.568 -0.298 0.116
C 3.889 -3.682 -0.433
C 3.913 -2.211 -0.013
C 5.199 -1.884 0.744
C 3.737 -1.297 -1.200
C 4.672 -1.366 -2.225
C 4.545 -0.605 -3.371
C 3.449 0.233 -3.485
C 2.498 0.339 -2.478
C 1.316 1.245 -2.748
C 0.089 0.404 -3.102
C 1.043 2.291 -1.664
C 2.625 -0.427 -1.292
N 1.669 -0.343 -0.273
C 2.145 0.202 0.936
C 1.583 0.022 2.157
N 0.441 -0.758 2.431
C 0.407 -1.316 3.705
C 1.534 -1.957 4.318
C 1.463 -2.446 5.615
C 0.299 -2.427 6.356
C -0.825 -1.901 5.748
C -0.797 -1.355 4.474
C -2.081 -0.698 4.029
C -1.933 0.824 4.076
C -2.613 -1.254 2.709
C 2.803 -2.311 3.571
C 4.035 -1.639 4.177
C 2.980 -3.833 3.536
H 3.948 -4.334 0.440
H 4.727 -3.925 -1.089
H 2.974 -3.921 -0.978
H 3.064 -2.037 0.648
H 6.066 -1.964 0.085
H 5.352 -2.567 1.577
H 5.165 -0.868 1.137
H 5.517 -2.039 -2.126
H 5.281 -0.664 -4.162
H 3.324 0.834 -4.378
H 1.567 1.803 -3.661
H -0.188 -0.258 -2.277
H 0.315 -0.262 -3.939
H -0.777 1.006 -3.350
H 0.825 1.801 -0.717
H 0.202 2.928 -1.940
H 1.926 2.909 -1.490
H 3.031 0.835 0.868
H 2.063 0.554 2.980
H 2.348 -2.909 6.040
H 0.261 -2.831 7.358
H -1.764 -1.879 6.291
H -2.830 -0.964 4.785
H -1.320 1.191 3.252
H -2.898 1.333 4.054
H -1.431 1.102 5.004
H -2.023 -0.854 1.889
H -3.664 -1.016 2.538
H -2.508 -2.341 2.685
H 2.705 -1.971 2.545
H 4.162 -1.934 5.221
H 3.943 -0.553 4.145
H 4.941 -1.920 3.641
H 3.219 -4.235 4.523
H 3.790 -4.113 2.862
H 2.068 -4.323 3.193
C 0.137 8.031 -4.303
C -0.643 6.763 -4.092
C -1.984 6.795 -3.739
C -2.698 5.621 -3.526
C -2.067 4.398 -3.664
C -0.728 4.348 -4.036
C -0.028 5.521 -4.243
S -2.938 2.872 -3.361
O -2.558 2.004 -4.450
O -4.340 3.228 -3.252
N -2.339 2.260 -2.041
C -2.837 2.595 -0.823
C -3.555 3.776 -0.531
C -4.177 3.910 0.681
C -4.091 2.881 1.617
C -3.290 1.809 1.293
N -2.626 1.673 0.142
H -0.515 8.902 -4.285
H 0.659 8.019 -5.260
H 0.889 8.160 -3.523
H -2.485 7.751 -3.634
H -3.749 5.644 -3.272
H -0.249 3.389 -4.171
H 1.016 5.475 -4.532
H -3.644 4.542 -1.283
H -4.747 4.808 0.895
H -4.595 2.921 2.571
H -3.154 1.012 1.999
N -0.309 -2.729 0.268
C -1.335 -3.526 -0.323
C -1.317 -4.893 -0.336
C -2.349 -5.634 -0.953
C -3.387 -4.988 -1.556
C -3.431 -3.571 -1.577
C -4.466 -2.851 -2.226
C -4.430 -1.494 -2.256
C -3.357 -0.828 -1.612
N -2.396 -1.456 -0.976
C -2.407 -2.832 -0.962
H 0.623 -2.981 -0.051
H -0.291 -2.766 1.286
H -0.494 -5.408 0.144
H -2.307 -6.714 -0.944
H -4.185 -5.542 -2.035
H -5.265 -3.401 -2.709
H -5.179 -0.905 -2.765
H -3.279 0.246 -1.663
*
```

Results
Orbital gap = 0.1738 hartree
LUMO level = 1.729 eV
ΔE to the lowest compared entry with this formula, charge and spin = 114.5 kJ/mol

No. 2
The following is a DFT calculation (ωB97M-V with the def2-TZVPD basis set) of a molecular structure, C47H55Cl5CrNSb.

Geometry as ORCA input:
```
! wB97M-V def2-TZVPD RIJCOSX def2/J DEFGRID3
* xyz 1 2
Cr -0.185 0.784 0.205
C -1.416 1.232 1.921
C -2.176 1.664 0.774
C -2.527 0.461 0.058
C -1.931 -0.621 0.776
C -1.362 -0.186 1.976
C -1.180 -1.011 3.246
C -1.762 -0.207 4.418
C 0.285 -1.329 3.541
C -1.960 -2.323 3.119
C -3.520 0.072 -1.076
C -4.695 1.025 -1.294
C -2.822 -0.147 -2.422
C -4.165 -1.276 -0.681
C -2.633 3.137 0.683
C -1.819 4.020 1.636
C -2.459 3.742 -0.717
C -4.092 3.236 1.172
H -1.148 1.883 2.738
H -2.030 -1.660 0.499
H -1.136 0.656 4.667
H -1.814 -0.845 5.303
H -2.773 0.150 4.197
H 0.890 -0.416 3.586
H 0.694 -1.985 2.771
H 0.371 -1.846 4.503
H -3.010 -2.140 2.872
H -1.925 -2.860 4.073
H -1.534 -2.977 2.354
H -4.408 2.033 -1.566
H -5.333 1.065 -0.410
H -5.298 0.628 -2.114
H -2.518 0.797 -2.875
H -3.515 -0.635 -3.112
H -1.945 -0.798 -2.316
H -4.493 -1.276 0.364
H -3.492 -2.124 -0.831
H -5.043 -1.443 -1.308
H -0.748 3.915 1.483
H -2.047 3.817 2.687
H -2.085 5.063 1.445
H -1.398 3.853 -0.947
H -2.907 4.740 -0.745
H -2.908 3.153 -1.513
H -4.225 2.664 2.096
H -4.809 2.876 0.441
H -4.332 4.282 1.386
Cl -0.057 1.322 -2.260
C 0.726 2.715 -1.516
C 0.747 2.583 -0.155
C 1.476 3.525 0.542
Cl 1.703 3.307 2.251
C 2.067 4.608 -0.111
Cl 2.969 5.760 0.781
C 1.939 4.742 -1.500
Cl 2.606 6.098 -2.309
C 1.282 3.753 -2.234
Cl 1.166 3.795 -3.943
C 5.033 1.330 0.470
C 4.311 0.278 -0.392
C 2.875 0.279 -0.137
N 1.760 0.271 0.071
H 6.087 1.341 0.198
H 4.949 1.092 1.532
H 4.618 2.327 0.305
H 4.695 -0.727 -0.210
H 4.444 0.490 -1.456
C 1.917 -1.783 -3.052
C 1.793 -3.290 -3.081
C 1.970 -3.955 -4.295
C 1.823 -5.330 -4.392
C 1.463 -6.066 -3.272
C 1.271 -5.417 -2.058
C 1.462 -4.034 -1.938
Sb 1.204 -3.091 -0.013
C 2.983 -3.925 0.901
C 3.363 -5.225 0.536
C 4.422 -5.871 1.150
C 5.144 -5.215 2.138
C 4.814 -3.914 2.473
C 3.746 -3.243 1.865
C 3.531 -1.801 2.276
C -0.399 -4.416 0.529
C -1.484 -4.288 -0.346
C -2.651 -5.018 -0.164
C -2.735 -5.900 0.908
C -1.665 -6.031 1.780
C -0.488 -5.292 1.621
C 0.618 -5.475 2.637
H 2.433 -1.413 -3.939
H 2.461 -1.439 -2.172
H 0.927 -1.318 -3.027
H 2.225 -3.378 -5.180
H 1.980 -5.825 -5.344
H 1.324 -7.140 -3.340
H 0.936 -5.996 -1.205
H 2.822 -5.749 -0.238
H 4.680 -6.885 0.862
H 5.966 -5.713 2.640
H 5.400 -3.388 3.223
H 3.422 -1.714 3.359
H 2.655 -1.360 1.814
H 4.402 -1.195 1.995
H -1.412 -3.615 -1.200
H -3.481 -4.909 -0.854
H -3.640 -6.476 1.071
H -1.746 -6.713 2.624
H 0.210 -5.819 3.590
H 1.167 -4.548 2.817
H 1.349 -6.216 2.301
*
```

Results
Expectation value of S² = 0.773
Orbital gap (alpha / beta) = 0.2462 / 0.2623 hartree
LUMO level (alpha / beta) = -3.821 / -3.391 eV
ΔE to the lowest compared entry with this formula, charge and spin = 76.3 kJ/mol

No. 3
The following is a DFT calculation (ωB97M-V with the def2-TZVPD basis set) of a molecular structure, C47H56BF4N5O4PSc.

Geometry as ORCA input:
```
! wB97M-V def2-TZVPD RIJCOSX def2/J DEFGRID3
* xyz -2 1
Sc -0.369 -0.359 -0.737
C -0.809 4.040 -1.251
C -2.250 3.554 -1.340
C -2.687 3.412 -2.794
P -2.387 1.891 -0.465
C -4.278 1.810 -0.207
C -4.570 1.088 1.106
C -5.126 3.079 -0.294
C -1.756 2.325 1.184
C -2.403 3.298 1.942
C -2.057 3.596 3.244
C -2.701 4.727 3.997
C -1.075 2.798 3.835
C -0.392 1.865 3.103
C -0.604 1.664 1.707
N 0.264 0.933 0.964
C 1.552 0.921 1.583
C 2.147 -0.241 2.065
C 1.654 -2.896 3.066
C 3.375 -0.232 2.938
C 4.110 1.055 2.976
C 5.460 1.084 3.624
C 3.475 2.144 2.472
C 2.194 2.144 1.878
C 1.658 3.464 1.396
H -0.647 4.901 -1.900
H -0.130 3.243 -1.555
H -0.574 4.331 -0.229
H -2.889 4.275 -0.817
H -1.972 2.796 -3.329
H -2.724 4.384 -3.286
H -3.663 2.939 -2.886
H -4.610 1.165 -1.031
H -4.429 1.763 1.948
H -3.894 0.244 1.242
H -5.598 0.721 1.121
H -4.923 3.765 0.525
H -6.178 2.791 -0.228
H -4.983 3.604 -1.235
H -3.200 3.864 1.480
H -3.619 5.056 3.508
H -2.023 5.583 4.054
H -2.939 4.424 5.018
H -0.849 2.933 4.885
H 0.373 1.279 3.587
H 1.004 -2.071 3.383
H 2.523 -2.954 3.731
H 1.108 -3.839 3.099
H 3.216 -0.628 3.968
H 6.147 0.395 3.127
H 5.387 0.770 4.671
H 5.882 2.087 3.597
H 3.982 3.103 2.537
H 2.470 4.189 1.318
H 0.901 3.887 2.066
H 1.213 3.342 0.410
O 1.539 -1.675 -0.631
C 2.871 -1.551 -0.125
C 2.690 -1.491 1.444
O 3.916 -1.367 2.165
O 2.060 -2.727 1.730
C 3.515 -0.339 -0.787
C 4.503 0.431 -0.185
C 5.081 1.491 -0.863
C 4.701 1.791 -2.159
C 3.730 1.018 -2.772
C 3.141 -0.035 -2.096
C 3.710 -2.783 -0.399
C 3.114 -3.995 -0.733
C 3.887 -5.120 -0.952
C 5.264 -5.068 -0.814
C 5.860 -3.871 -0.455
C 5.093 -2.741 -0.248
H 1.605 -2.223 -1.434
H 4.806 0.212 0.824
H 5.840 2.086 -0.372
H 5.165 2.609 -2.695
H 3.429 1.227 -3.788
H 2.408 -0.626 -2.628
H 2.041 -4.077 -0.813
H 3.403 -6.050 -1.220
H 5.870 -5.950 -0.981
H 6.933 -3.818 -0.322
H 5.567 -1.819 0.044
O -1.979 -1.219 2.969
H -1.898 -1.804 2.203
H -1.351 -0.505 2.819
N -1.600 2.415 -6.437
C -0.900 2.020 -5.605
N -0.036 1.652 -4.733
C -0.072 1.205 -3.570
N 0.038 0.868 -2.450
F 0.458 -2.001 -4.836
B 0.333 -2.696 -3.670
F -0.234 -1.835 -2.651
F 1.577 -3.066 -3.187
F -0.469 -3.793 -3.823
C -3.292 -1.860 -3.380
N -4.384 -1.887 -2.425
C -5.151 -3.106 -2.540
C -3.979 -1.555 -1.059
C -3.057 -2.507 -0.321
C -3.584 -3.717 0.123
C -2.779 -4.670 0.720
C -1.447 -4.371 0.925
C -0.954 -3.124 0.569
C -1.715 -2.118 -0.077
H -3.717 -1.953 -4.382
H -2.564 -2.665 -3.230
H -2.773 -0.902 -3.313
H -5.566 -3.161 -3.550
H -5.978 -3.071 -1.829
H -4.569 -4.022 -2.360
H -4.909 -1.414 -0.489
H -3.450 -0.595 -1.136
H -4.641 -3.926 0.006
H -3.184 -5.628 1.025
H -0.787 -5.102 1.377
H 0.085 -2.932 0.807
*
```

Results
Orbital gap = 0.1749 hartree
LUMO level = 4.051 eV
ΔE to the lowest compared entry with this formula, charge and spin = 416.4 kJ/mol